<a>
Computed, not measured: the molecule C4H5NO2S, with ωB97M-V/def2-TZVPD.

Bonds (Å) are listed after each position.
Element x y z (Å)
1 C -1.660 0.542 0.303  S2 1.983, H9 1.122, H10 1.069
2 S -0.435 -0.766 -0.545  C1 1.983, O3 1.472, C4 1.761, N8 1.863
3 O -0.901 -1.705 -1.578  S2 1.472
4 C 0.823 0.322 -1.124  S2 1.761, C5 1.298, H11 1.061
5 C 1.933 0.276 -0.452  C4 1.298, C6 1.485, H12 1.128
6 C 1.871 -0.644 0.712  C5 1.485, O7 1.201, N8 1.364
7 O 2.723 -0.849 1.535  C6 1.201
8 N 0.851 -1.537 0.561  S2 1.863, C6 1.364, H13 1.038
9 H -2.742 0.248 0.363  C1 1.122
10 H -1.100 0.593 1.212  C1 1.069
11 H 0.407 0.941 -1.877  C4 1.061
12 H 2.743 1.052 -0.578  C5 1.128
13 H 0.714 -2.149 1.387  N8 1.038

The LUMO energy (spin up / spin down) comes out at -0.570 / -0.570 eV. As for the SMILES: C=[S@@]1(=O)C=CC(=O)N1. The spin multiplicity is 1.

<b>
Computed, not measured: a cluster of 2 separate species, C4H5NO2S in total, with ωB97M-V/def2-TZVPD.

Bonds (Å) are listed after each position.
Element x y z (Å)
1 C -1.648 2.530 0.851  C2 1.303
2 C -1.488 1.318 0.402  C1 1.303, C3 1.288
3 C -1.218 0.230 -0.233  C2 1.288, C4 1.392
4 C -1.590 -0.870 -1.001  C3 1.392, H9 1.043, H10 1.196, H11 1.206
5 N 2.324 0.648 1.058  S8 1.693, H12 0.953, H13 1.044
6 O 1.047 -1.624 0.967  S8 1.450
7 O 2.007 -0.604 -1.108  S8 1.466
8 S 1.352 -0.436 0.193  N5 1.693, O6 1.450, O7 1.466
9 H -0.998 -1.262 -1.765  C4 1.043
10 H -2.620 -0.431 -1.421  C4 1.196
11 H -1.786 -1.819 -0.282  C4 1.206
12 H 2.619 1.250 0.381  N5 0.953
13 H 2.000 1.069 1.957  N5 1.044

The LUMO energy (spin up / spin down) comes out at -2.124 / -2.111 eV. The spin multiplicity is 1.

<c>
Computed, not measured: the molecule C4H5NO2S, with ωB97M-V/def2-TZVPD.

Bonds (Å) are listed after each position.
Element x y z (Å)
1 C 1.650 -1.241 -0.335  C2 1.466, H9 1.086, H10 1.090, H11 1.087
2 C 0.412 -0.455 -0.342  C1 1.466, O3 1.337, C7 1.720
3 O -0.309 -0.123 -1.418  C2 1.337, C4 1.340
4 C -1.304 0.734 -1.150  O3 1.340, S5 1.638, N6 1.377
5 S -2.454 1.230 -2.206  C4 1.638
6 N -1.273 1.110 0.175  C4 1.377, C7 1.349, H12 1.011
7 C -0.249 0.571 0.870  C2 1.720, N6 1.349, O8 1.324
8 O 0.051 0.670 2.156  C7 1.324, H13 0.967
9 H 1.788 -1.704 0.638  C1 1.086
10 H 2.525 -0.625 -0.542  C1 1.090
11 H 1.581 -2.010 -1.101  C1 1.087
12 H -1.962 1.761 0.526  N6 1.011
13 H -0.457 0.082 2.731  O8 0.967

The LUMO energy comes out at 0.103 eV. As for the SMILES: Cc1oc(=S)[nH]c1O. The spin multiplicity is 1.

Relative energy of each structure, in hartree: <a> 0.0863; <b> 0.2013; <c> 0.0000.

<a>
Computed, not measured: a cluster of 2 separate species, C2H9N3 in total, with ωB97M-V/def2-TZVPD.

Bonds (Å) are listed after each position.
Element x y z (Å)
1 C 0.260 -0.566 0.816  C2 1.525, N4 1.442, H10 1.094, H11 1.111
2 C -0.352 0.638 1.524  C1 1.525, H12 1.090, H13 1.087, H14 1.089
3 N -0.523 0.033 -2.079  N5 1.217
4 N -0.744 -1.231 0.022  C1 1.442, H6 1.072, H7 1.014
5 N 0.520 0.657 -2.011  N3 1.217, H8 1.047, H9 1.046
6 H -1.054 -0.627 -0.808  N4 1.072
7 H -0.388 -2.097 -0.365  N4 1.014
8 H 0.609 1.606 -1.577  N5 1.047
9 H 1.430 0.292 -2.376  N5 1.046
10 H 0.643 -1.278 1.554  C1 1.094
11 H 1.128 -0.225 0.213  C1 1.111
12 H -0.731 1.350 0.791  C2 1.090
13 H -1.185 0.315 2.143  C2 1.087
14 H 0.388 1.134 2.151  C2 1.089

The LUMO energy comes out at 0.799 eV. The spin multiplicity is 1.

<b>
Computed, not measured: a cluster of 2 separate species, C2H9N3 in total, with ωB97M-V/def2-TZVPD.

Bonds (Å) are listed after each position.
Element x y z (Å)
1 C 5.038 0.318 -1.869  N2 1.265, H3 1.082, H4 1.095
2 N 3.916 0.902 -1.918  C1 1.265, H5 1.017
3 H 5.857 0.710 -2.458  C1 1.082
4 H 5.192 -0.474 -1.129  C1 1.095
5 H 3.319 0.606 -1.151  N2 1.017
6 N -2.428 0.692 1.678  C7 1.463, H9 1.013, H10 1.021
7 C -2.272 -0.242 0.563  N6 1.463, N8 1.440, H11 1.084, H12 1.094
8 N -2.933 -1.506 0.768  C7 1.440, H13 1.007, H14 1.013
9 H -3.339 1.136 1.676  N6 1.013
10 H -1.799 1.476 1.500  N6 1.021
11 H -1.225 -0.482 0.417  C7 1.084
12 H -2.604 0.223 -0.369  C7 1.094
13 H -3.914 -1.584 0.554  N8 1.007
14 H -2.808 -1.774 1.737  N8 1.013

The LUMO energy comes out at 0.972 eV. As for the SMILES: C=N.NCN. The spin multiplicity is 1.

Relative energy of each structure, in hartree: <a> 0.0639; <b> 0.0000.